(1)
# C4H5IN2

The molecule C4H5IN2 (ωB97M-V/def2-TZVPD, OMol25).

- Energy above the lowest of the compared OMol25 structures with the same formula, charge and spin: 100.3 kcal/mol
- Kohn-Sham gap: 8.4 eV
- LUMO level: -0.504 eV
- SMILES: CCC#C/N=N\I

Each line ends with the Mulliken charge.
Element x y z (Å)
H  1.9145  -0.2962  -0.3850  0.240
C  0.0979  -0.9705  -0.2993  0.011
H  -0.1237  1.9467  0.2325  0.254
C  0.8492  1.3608  0.1942  -0.930
H  0.8762  0.2603  -1.7641  0.288
N  -2.5020  -1.6097  0.9141  -0.179
C  -0.5045  -1.9600  0.0883  0.373
I  -2.7293  0.3813  -0.1126  -0.074
H  1.0705  1.1315  1.2562  0.296
N  -1.6036  -2.3526  0.7162  -0.157
H  1.6686  2.0402  -0.1197  0.306
C  0.9863  0.0682  -0.7209  -0.429

Atomic forces in eV per Å
1.8 -0.4 -0.6
-0.8 -1.6 0.2
1.1 -1.1 -0.6
-0.1 0.8 0.1
0.3 0.2 -0.7
-2.6 -0.2 0.6
1.6 1.7 -1.2
0.2 -0.2 0.1
-0.1 -0.3 -0.6
0.3 -0.3 0.5
-0.6 -0.2 0.1
-1.1 1.5 2.1



(2)
# C4H5IN2O

The molecule C4H5IN2O (ωB97M-V/def2-TZVPD, OMol25).

- Energy above the lowest of the compared OMol25 structures with the same formula, charge and spin: 102.7 kcal/mol
- Kohn-Sham gap (alpha / beta): 7.5 / 8.1 eV
- LUMO level (alpha / beta): -0.157 / -0.195 eV

Each line ends with the Mulliken charge.
Element x y z (Å)
H  1.7210  0.1637  -2.0588  0.269
I  2.8693  -0.9018  1.7425  0.223
C  0.6340  -0.0840  -1.9421  -0.715
H  -0.5232  -0.4724  2.9022  0.320
H  0.3626  -1.1177  -1.7482  0.282
N  0.3900  0.5891  -0.6723  -0.390
H  -1.5821  0.5831  -0.9311  0.274
C  0.9297  -0.6232  1.4011  -0.372
H  -0.0549  0.3457  -2.6678  0.325
C  -0.2165  -0.3315  1.8294  -0.116
C  -1.2880  0.4145  0.9993  0.411
O  -2.3645  0.7246  1.4548  -0.564
N  -0.8773  0.7098  -0.3090  0.054

Atomic forces in eV per Å
-1.1 -0.9 -0.8
0.1 -0.3 0.2
0.1 1.1 1.5
0.1 0.2 -1.0
0.5 -0.5 -0.6
1.2 0.2 1.2
-2.6 -0.4 -2.6
2.4 0.2 -2.5
0.3 0.0 -0.6
-3.5 1.1 2.3
0.6 -0.4 0.9
0.5 -0.2 -0.5
1.5 -0.1 2.5



(3)
# C4H5IN2OS

The molecule C4H5IN2OS (ωB97M-V/def2-TZVPD, OMol25).

- Energy above the lowest of the compared OMol25 structures with the same formula, charge and spin: 27.5 kcal/mol
- Kohn-Sham gap: 7.4 eV
- LUMO level: -0.294 eV
- SMILES: C/N=c1\scc(O)n1I

Each line ends with the Mulliken charge.
Element x y z (Å)
C  1.1886  -2.5914  -0.0047  -0.778
H  0.8480  -3.3710  0.5662  0.319
N  -0.9714  0.4080  0.0842  -0.468
H  -2.1749  3.0626  -0.5159  0.326
H  0.7690  3.1826  0.2297  0.471
C  0.4413  2.2172  0.0873  -0.609
C  0.1947  -0.3394  0.0588  0.662
O  -2.1014  2.2707  -0.0443  -0.449
S  1.5550  0.8362  0.0123  -0.171
H  2.2059  -2.2082  0.4944  0.210
H  1.5135  -3.0623  -0.9155  0.274
I  -2.7602  -0.5942  0.0308  0.203
C  -0.8408  1.7856  -0.0196  0.425
N  0.1326  -1.5962  -0.0637  -0.413

Atomic forces in eV per Å
2.8 3.2 0.6
-0.8 -1.9 1.7
0.0 -0.7 -0.3
0.0 2.1 -1.0
0.7 1.8 0.1
-1.7 -1.9 -0.7
0.3 -0.6 -0.6
0.6 -0.3 1.0
-0.4 -0.1 0.4
-2.0 -0.6 -0.9
-0.3 0.4 -1.0
0.5 0.2 0.0
0.0 -1.3 0.8
0.4 -0.2 -0.1



(4)
# C4H5IrLiO6

C4H5IrLiO6 as an isolated structure (ωB97M-V/def2-TZVPD, OMol25).

- Energy above the lowest of the compared OMol25 structures with the same formula, charge and spin: 29.0 kcal/mol
- Kohn-Sham gap (alpha / beta): 8.0 / 6.2 eV
- LUMO level (alpha / beta): -4.741 / -7.987 eV
- Multiplicity: 5
- Net charge: +1

Each line ends with the Mulliken charge.
Element x y z (Å)
H  0.3838  2.1697  2.3057  0.321
O  -1.5692  -0.2422  0.0307  -0.432
C  0.8812  1.0071  -0.6791  -0.402
H  0.8026  2.9667  0.2146  0.410
O  0.7111  -0.3407  -0.3149  -0.366
C  0.3009  1.9944  0.3334  -0.442
O  -0.7791  -1.2102  -1.8741  -0.615
O  -0.3266  -3.4853  -0.3137  -0.556
O  -0.2180  -2.3060  1.5370  -0.585
H  0.4370  1.2113  -1.6666  0.298
O  0.5162  1.4832  1.6484  -0.559
Li  -0.4014  -0.2772  1.6405  0.912
H  -0.7772  2.1208  0.1776  0.311
C  -0.4089  -2.3632  0.3113  0.650
Ir  -0.8915  -2.9461  -2.0378  1.145
C  -0.6280  -0.9419  -0.5585  0.526
H  1.9673  1.1595  -0.7544  0.384

Atomic forces in eV per Å
0.0 0.2 0.1
0.3 -0.7 0.0
0.1 1.3 -0.6
-0.2 -0.3 -0.1
-1.4 -1.6 0.5
-0.1 0.3 -0.3
0.2 6.5 0.2
0.6 -0.2 2.1
-0.8 1.5 -2.7
0.2 -0.1 0.2
-0.1 -0.6 0.1
0.5 0.1 0.7
0.1 0.1 -0.1
1.2 -1.2 4.9
-1.8 -7.0 -5.9
1.5 1.8 0.7
-0.3 -0.3 0.1



(5)
# C4H5LiO2Ru

C4H5LiO2Ru as an isolated structure (ωB97M-V/def2-TZVPD, OMol25).

- Kohn-Sham gap (alpha / beta): 7.4 / 6.5 eV
- LUMO level (alpha / beta): -18.011 / -21.492 eV
- Multiplicity: 7
- Net charge: +4

Each line ends with the Mulliken charge.
Element x y z (Å)
O  -3.3337  0.5351  0.0531  -0.142
C  -1.8574  -0.8789  -1.1285  -0.654
Ru  3.1298  -0.0500  -2.2589  1.833
C  0.8415  -0.7599  -0.5353  0.412
H  -2.0161  1.3324  -1.2515  0.401
H  -0.5790  -1.2425  0.8929  0.432
C  -0.3752  -1.3828  -0.1772  -0.347
H  -2.5770  -1.6936  -0.9922  0.413
C  -2.4391  0.4263  -0.7763  0.417
O  1.4937  -0.5724  -1.5193  -0.572
H  -1.5271  -0.8706  -2.1773  0.435
Li  -4.4853  1.7954  0.7761  0.964
H  -0.2709  -2.4654  -0.3444  0.408

Atomic forces in eV per Å
1.7 -0.1 -1.7
2.1 -2.0 -0.2
4.5 1.2 -2.0
0.2 -0.6 1.5
-0.2 0.6 -0.1
-0.1 0.0 -0.2
-3.1 0.9 0.0
0.0 0.1 0.3
-0.6 -0.8 1.4
-2.7 -0.4 -0.1
-0.1 0.3 0.2
-1.7 1.1 1.1
0.0 -0.2 -0.2



(6)
# C4H5N

A 2-piece molecular cluster, C4H5N overall (ωB97M-V/def2-TZVPD, OMol25).

- Energy above the lowest of the compared OMol25 structures with the same formula, charge and spin: 192.6 kcal/mol
- Kohn-Sham gap (alpha / beta): 8.7 / 7.8 eV
- LUMO level (alpha / beta): -0.304 / -1.206 eV

Each line ends with the Mulliken charge.
Element x y z (Å)
H  -2.1605  -0.1072  -0.0815  0.274
H  3.1814  -1.5843  -1.0561  0.161
C  3.0422  -2.6255  -1.3999  -0.169
H  -2.3507  1.6804  -0.3373  0.295
C  -0.2935  0.7792  0.0989  -0.359
H  0.4239  1.5160  -0.3153  0.297
C  0.5318  -0.2407  0.5566  0.405
N  1.2019  -1.1136  0.9088  -0.423
H  -1.8016  0.8328  1.4215  0.221
C  -1.7748  0.8630  0.2043  -0.701

Atomic forces in eV per Å
-0.4 -0.2 -0.1
0.1 0.3 0.1
-0.1 -0.3 -0.1
1.2 -0.9 1.1
1.8 1.2 -1.3
-1.3 0.2 0.0
-1.2 -0.4 0.1
0.6 -0.4 0.2
-1.1 0.6 -2.7
0.4 -0.2 2.6



(7)
# C4H5N

The molecule C4H5N (ωB97M-V/def2-TZVPD, OMol25).

- Energy above the lowest of the compared OMol25 structures with the same formula, charge and spin: 57.9 kcal/mol
- Kohn-Sham gap: 10.3 eV
- LUMO level: 0.155 eV
- SMILES: C=C(C)C#N

Each line ends with the Mulliken charge.
Element x y z (Å)
C  0.3697  0.0748  -0.0673  0.755
N  -2.2208  -0.1465  0.0544  -0.431
H  1.8660  1.7350  -0.1407  0.236
C  1.3139  -1.0677  -0.0048  -0.807
C  0.8063  1.3139  0.0820  -0.920
H  1.5520  -1.6090  1.0918  0.217
C  -1.0334  -0.1584  -0.0759  0.124
H  0.9250  -1.9715  -0.6343  0.292
H  2.2746  -0.3061  -0.2989  0.226
H  0.1883  2.2015  -0.0021  0.306

Atomic forces in eV per Å
0.0 -0.6 1.4
4.8 -0.4 -0.8
-1.4 -1.7 1.0
2.5 -0.6 0.7
1.6 2.9 -2.0
-0.9 2.0 -2.7
-5.6 0.7 1.0
1.4 1.9 0.5
-1.6 -3.7 0.4
-0.7 -0.4 0.4



(8)
# C4H5N

The molecule C4H5N (ωB97M-V/def2-TZVPD, OMol25).

- Energy above the lowest of the compared OMol25 structures with the same formula, charge and spin: 12.5 kcal/mol
- Kohn-Sham gap: 9.5 eV
- LUMO level: 1.082 eV
- SMILES: c1cc[nH]c1

Each line ends with the Mulliken charge.
Element x y z (Å)
C  -0.9775  0.7041  -0.0571  -0.661
H  0.6149  -2.1155  -0.0889  0.383
N  -0.9659  -0.6473  -0.0573  -0.061
H  0.8204  2.0978  -0.0814  0.347
C  0.3404  1.1188  -0.0307  -0.171
H  2.2632  -0.0220  0.2524  0.254
H  -1.8671  1.2289  -0.0447  0.419
C  1.1502  -0.0488  -0.0708  -0.271
C  0.3655  -1.0901  -0.0844  -0.489
H  -1.7440  -1.2258  0.2628  0.251

Atomic forces in eV per Å
2.4 0.1 0.3
0.0 -0.9 0.1
0.3 -1.6 -0.1
-0.8 -0.1 0.1
0.1 0.6 -0.5
-2.0 -0.3 -1.3
-1.5 1.0 0.0
3.9 2.8 1.5
-2.8 -1.9 0.3
0.5 0.3 -0.6



(9)
# C4H5N

The molecule C4H5N (ωB97M-V/def2-TZVPD, OMol25).

- Energy above the lowest of the compared OMol25 structures with the same formula, charge and spin: 21.1 kcal/mol
- Kohn-Sham gap: 9.6 eV
- LUMO level: 1.059 eV
- SMILES: c1cc[nH]c1

Each line ends with the Mulliken charge.
Element x y z (Å)
H  0.4309  0.9966  1.8248  0.265
H  1.0929  -1.1144  -1.7878  0.273
C  1.1507  -0.1179  0.0917  -0.360
H  2.2007  -0.2079  0.3555  0.357
C  0.4535  -0.4896  -1.0501  -0.204
C  -1.0074  -0.1414  -0.7316  -0.535
C  -1.0485  0.3683  0.5487  -0.349
N  0.2395  0.3483  1.0352  -0.102
H  -1.7079  -0.6167  -1.3900  0.346
H  -1.8043  0.9745  1.1036  0.309

Atomic forces in eV per Å
0.3 -1.1 -1.0
-2.1 1.3 0.7
-1.2 0.1 0.0
-0.3 0.0 -0.1
0.3 -0.1 1.8
2.8 -1.8 -0.9
0.2 0.5 -0.9
0.3 1.5 0.9
-0.9 0.7 0.1
0.6 -1.1 -0.6



(10)
# C4H5N

The molecule C4H5N (ωB97M-V/def2-TZVPD, OMol25).

- Energy above the lowest of the compared OMol25 structures with the same formula, charge and spin: 133.9 kcal/mol
- Kohn-Sham gap (alpha / beta): 8.8 / 7.7 eV
- LUMO level (alpha / beta): 0.231 / -0.123 eV

Each line ends with the Mulliken charge.
Element x y z (Å)
H  -1.9719  -0.2427  -0.6037  0.247
N  1.0771  -0.2644  -0.3782  -0.397
H  2.4911  1.1207  0.4467  0.385
C  0.4982  1.3505  1.1655  -0.599
C  1.4724  0.7397  0.4965  0.033
H  0.6480  2.3614  1.5390  0.211
C  -1.2653  -1.0793  -0.7193  -0.857
H  -1.6106  -1.9184  -0.0804  0.275
H  -1.2170  -1.6600  -1.5942  0.350
C  -0.1220  -0.4076  -0.2720  0.351

Atomic forces in eV per Å
-0.7 -0.8 -0.9
0.7 -0.7 -0.2
0.1 -0.3 0.0
-0.5 -0.6 -1.0
1.1 1.5 0.0
-0.3 -0.2 0.6
-2.3 -0.4 1.6
0.3 0.9 0.7
0.3 0.3 -2.1
1.2 0.2 1.3



One value per record, in order, for DFT total energy: -562.4556 -637.6818 -1035.9779 -718.2807 -406.1384 -209.8568 -210.0715 -210.1437 -210.1301 -209.9503 a.u..